Record 1
Molecular formula: C39H48CaN10OSiTe
Method: DFT, ωB97M-V/def2-TZVPD

Last column: Löwdin charge in e.
Positions of all 101 atoms, in Å:
Ca -0.3082 0.8747 0.3768  1.24
N -1.9559 -0.4065 -2.7270  0.12
C -2.9386 -0.3101 -1.7507  -0.30
C -4.2767 -0.3864 -2.1597  -0.02
C -5.2662 -0.3173 -1.2031  -0.08
C -4.9104 -0.1806 0.1316  -0.06
C -3.5667 -0.0804 0.4306  -0.16
N -2.5922 -0.1304 -0.4812  0.09
C -0.6855 -0.9643 -2.6159  -0.30
C -0.1101 -1.4935 -3.7785  -0.02
C 1.1325 -2.0761 -3.6919  -0.07
C 1.7628 -2.1484 -2.4553  -0.06
C 1.1179 -1.5915 -1.3729  -0.14
N -0.0719 -0.9833 -1.4441  0.07
H -2.3189 -0.4237 -3.6647  0.12
H -4.5169 -0.5168 -3.2078  0.10
H -6.3076 -0.3748 -1.4955  0.10
H -5.6499 -0.1088 0.9158  0.11
H -3.2309 0.0936 1.4451  0.09
H -0.6433 -1.4421 -4.7203  0.10
H 1.6045 -2.4820 -4.5784  0.10
H 2.7371 -2.6008 -2.3373  0.10
H 1.5686 -1.6232 -0.3874  0.07
C 3.9319 0.3310 0.0096  -0.04
C 3.2173 0.8127 -1.2231  -0.36
C 3.8575 0.8189 -2.4570  -0.09
C 3.1002 1.1749 -3.5717  -0.11
C 1.7980 1.5840 -3.4222  -0.07
C 1.2368 1.6909 -2.1145  -0.49
N 1.9539 1.1955 -1.0635  0.08
N 0.0346 2.2000 -1.8186  -0.11
Si -0.7253 3.3955 -2.7677  0.36
C -1.8779 2.6654 -4.0867  -0.18
C 0.4769 4.5650 -3.6528  -0.19
C -1.7675 4.5452 -1.7158  -0.18
H 4.9693 0.6704 0.0160  0.08
H 3.9346 -0.7627 0.0410  0.03
H 3.4227 0.6986 0.8991  0.06
H 4.8942 0.5193 -2.5421  0.09
H 3.5376 1.1224 -4.5647  0.09
H 1.1930 1.8334 -4.2838  0.08
H -1.3283 2.0478 -4.8047  0.01
H -2.4178 3.4382 -4.6419  0.02
H -2.6151 2.0299 -3.5898  0.00
H 1.0830 4.1051 -4.4327  0.01
H 1.1576 4.9992 -2.9149  0.03
H -0.0909 5.3862 -4.1012  0.02
H -2.7481 4.1401 -1.4679  0.00
H -1.9219 5.4876 -2.2501  0.02
H -1.2650 4.7611 -0.7705  0.03
N -5.6863 5.5277 3.8592  0.05
C -4.8752 4.9006 3.3047  -0.29
C -3.9006 4.1482 2.6382  -0.28
C -2.6142 3.8632 3.2041  -0.06
C -1.7178 3.1005 2.5169  -0.19
N -1.9371 2.5469 1.2816  -0.08
C -3.1504 2.8593 0.7346  -0.25
C -4.1193 3.6073 1.3308  -0.07
H -2.3455 4.2562 4.1759  0.10
H -0.7453 2.8956 2.9506  0.08
H -3.3290 2.4708 -0.2628  0.08
H -5.0481 3.7994 0.8072  0.09
N 3.6602 1.3751 6.1774  0.07
C 3.2191 1.7718 5.1791  -0.28
C 2.7142 2.2896 3.9677  -0.26
C 3.0036 3.6442 3.5289  -0.10
C 2.4953 4.0146 2.2950  -0.14
C 1.7453 3.1421 1.5327  -0.21
N 1.4258 1.8538 1.9735  -0.08
C 1.9122 1.4923 3.1445  -0.18
H 3.5800 4.3178 4.1465  0.07
H 2.6812 5.0102 1.9059  0.09
H 1.3672 3.4172 0.5558  0.07
H 1.6776 0.4822 3.4743  0.09
C 4.9804 -3.5871 1.6866  -0.49
Te 3.0145 -2.9267 2.2256  1.16
C 2.1174 -4.8363 1.9135  -0.46
H 4.9786 -3.9731 0.6692  -0.01
H 5.3388 -4.3466 2.3777  -0.02
H 5.6342 -2.7180 1.7390  -0.02
H 2.4049 -5.5329 2.6972  -0.01
H 2.4035 -5.2177 0.9356  0.00
H 1.0422 -4.6736 1.9276  -0.03
O -1.2551 -4.1754 -0.1620  0.02
C -0.8512 -3.2944 0.5445  -0.42
N -0.3698 -2.4825 1.2494  0.06
C -0.2753 -2.3822 4.3152  -0.08
C -1.1412 -1.5273 3.3729  -0.63
C -1.4206 -0.1842 4.0486  -0.07
C -2.4597 -2.2745 3.1649  -0.06
C -0.4185 -1.2388 2.0337  -0.27
H -0.8074 -2.6383 5.2392  0.07
H 0.6382 -1.8483 4.5894  0.07
H 0.0106 -3.3172 3.8229  0.06
H -1.8307 -0.3243 5.0545  0.08
H -2.1282 0.4112 3.4664  0.06
H -0.5050 0.4023 4.1379  0.07
H -3.0303 -2.2995 4.0990  0.08
H -2.2822 -3.3074 2.8553  0.07
H -3.0768 -1.8040 2.3993  0.06
H 0.6357 -1.0646 2.3188  -0.01

Computed properties:
- Orbital gap (spin up / spin down): 3.59 / 3.14 eV
- Highest occupied orbital energy (spin up / spin down): -0.16 / 0.30 eV
- Total charge: -2
- M: 868.65 g/mol
- DFT total energy: -91784.0320 eV
- 2S+1: 1

***

Record 2
Molecular formula: C39H48CsN7O6SSi
Method: DFT, ωB97M-V/def2-TZVPD

Last column: Löwdin charge in e.
Positions of all 103 atoms, in Å:
Cs -0.5791 1.6304 -0.4753  0.94
C 0.7174 4.9498 3.2416  -0.03
C 0.3189 3.9124 2.3789  -0.14
N 1.1625 3.2760 1.6034  0.09
C 2.4589 3.6122 1.6261  -0.15
C 2.9620 4.6182 2.4666  -0.16
C 2.0401 5.2960 3.2840  -0.03
C 4.3664 4.9154 2.4765  -0.04
C 5.2221 4.2301 1.6912  -0.05
C 4.7457 3.1993 0.8110  -0.16
C 5.6144 2.4705 -0.0190  -0.03
C 5.1027 1.5073 -0.8475  -0.06
C 3.7139 1.2973 -0.8443  -0.12
N 2.8781 1.9629 -0.0830  0.13
C 3.3745 2.8948 0.7521  -0.14
H -0.0180 5.4496 3.8575  0.10
H -0.7149 3.5801 2.3359  0.09
H 2.3933 6.0861 3.9381  0.11
H 4.7241 5.7006 3.1333  0.11
H 6.2843 4.4477 1.7000  0.10
H 6.6776 2.6828 0.0093  0.11
H 5.7353 0.9189 -1.4985  0.10
H 3.2727 0.5517 -1.4994  0.11
S -4.3332 0.9875 4.3580  0.89
C -5.0434 1.2083 2.8182  -0.48
C -4.1024 1.4803 1.8681  -0.27
C -2.7287 1.5289 2.3084  -0.19
C -2.7244 1.2753 3.6558  -0.57
C -1.5613 1.1259 4.5347  -0.31
C -1.6618 0.6193 5.8449  -0.07
C -0.5209 0.4477 6.6011  -0.10
C 0.7153 0.7751 6.0564  -0.09
C 0.7238 1.2744 4.7628  -0.15
N -0.3642 1.4539 4.0282  0.13
H -6.1154 1.1336 2.6977  0.04
H -4.3997 1.6445 0.8359  0.07
H -2.6297 0.3536 6.2502  0.07
H -0.5924 0.0524 7.6086  0.09
H 1.6372 0.6439 6.6077  0.09
H 1.6607 1.5404 4.2790  0.11
C -0.0237 -2.7652 3.9138  -0.06
N -0.7999 -1.8832 3.0802  -0.18
C -2.2390 -1.9901 3.1454  -0.05
C -0.1911 -0.9813 2.2665  -0.36
O 1.0137 -0.8979 2.1086  -0.01
H -0.2362 -3.8131 3.6768  0.08
H -0.2564 -2.5897 4.9695  0.08
H 1.0306 -2.5657 3.7360  0.08
H -2.5976 -1.8088 4.1632  0.08
H -2.5613 -2.9880 2.8290  0.09
H -2.6929 -1.2431 2.4958  0.08
H -0.9302 -0.3221 1.7852  0.08
C 1.8488 -1.5314 -5.5731  -0.04
C 0.3989 -1.7155 -5.1319  -0.66
C -0.3221 -0.3702 -5.1514  -0.04
C -0.3124 -2.7072 -6.0535  -0.04
O 0.4470 -2.2840 -3.8327  -0.12
Si -0.6204 -2.0258 -2.5695  -0.02
O -0.6722 -0.5862 -1.9735  -0.55
O -2.0663 -2.5810 -3.2108  -0.12
C -3.2637 -2.8540 -2.5015  -0.66
C -4.4086 -2.5546 -3.4662  -0.04
C -3.2698 -4.3355 -2.1219  -0.03
C -3.4054 -1.9926 -1.2469  -0.04
O -0.2067 -3.2321 -1.4887  -0.11
C 1.0804 -3.5734 -0.9971  -0.65
C 0.8635 -4.1857 0.3840  -0.03
C 1.6946 -4.6080 -1.9416  -0.03
C 1.9916 -2.3509 -0.8820  -0.04
H 1.9044 -1.1526 -6.5969  0.08
H 2.3760 -2.4866 -5.5190  0.08
H 2.3480 -0.8227 -4.9100  0.08
H -0.2908 0.0547 -6.1582  0.08
H 0.1391 0.3261 -4.4517  0.09
H -1.3650 -0.4885 -4.8538  0.08
H -0.3375 -2.3400 -7.0835  0.08
H -1.3319 -2.8613 -5.6988  0.07
H 0.2082 -3.6675 -6.0305  0.08
H -4.2857 -3.1441 -4.3775  0.08
H -4.3968 -1.4973 -3.7359  0.09
H -5.3758 -2.7938 -3.0165  0.08
H -3.1630 -4.9447 -3.0226  0.08
H -4.2022 -4.6057 -1.6180  0.08
H -2.4272 -4.5464 -1.4630  0.07
H -3.3319 -0.9356 -1.5012  0.08
H -2.6086 -2.2135 -0.5339  0.08
H -4.3684 -2.1851 -0.7662  0.09
H 0.1858 -5.0397 0.3058  0.08
H 0.4225 -3.4438 1.0499  0.07
H 1.8097 -4.5208 0.8170  0.08
H 1.0291 -5.4708 -2.0225  0.08
H 2.6673 -4.9448 -1.5708  0.08
H 1.8151 -4.1709 -2.9330  0.07
H 1.5306 -1.5960 -0.2453  0.07
H 2.1720 -1.9233 -1.8701  0.07
H 2.9498 -2.6372 -0.4387  0.09
O -0.1099 4.7637 -0.9661  -0.23
N -0.2358 5.9967 -1.0927  -0.09
C -0.5238 6.4623 -2.3208  -0.36
C -0.6816 5.6165 -3.4572  -0.23
N -0.8179 4.9360 -4.3787  0.12
C -0.6519 7.8685 -2.4779  -0.25
N -0.7571 9.0090 -2.6279  0.08

Computed properties:
- Orbital gap: 6.06 eV
- Highest occupied orbital energy: -2.41 eV
- Total charge: -2
- M: 903.91 g/mol
- DFT total energy: -83204.4521 eV
- 2S+1: 1

***

Question: 2S+1 of number 2 (C39H48CsN7O6SSi)?
Answer: 1